Density functional theory data (ωB97M-V/def2-TZVPD) for 5 unconnected molecules or ions with the total composition C10H15N5.

Lowest unoccupied orbital energy: 0.0159 Eh
SMILES: CC#N.CC#N.CC#N.CC#N.CC#N
HOMO level: -0.4246 Ha
Orbital gap: 12.0 eV
Energy above the lowest of the compared OMol25 structures with the same formula, charge and spin: 1.144 eV

ORCA input file:
```
! RIJCOSX wB97M-V def2-TZVPD def2/J DEFGRID3
* xyz 0 1
N -0.42537 -1.30506 4.71030
N 0.40230 1.13579 1.97797
N -0.33559 -2.22784 -2.83601
N -2.76047 1.54410 -2.23096
N 2.91010 1.25462 -3.63748
C 1.71193 1.25354 -1.33230
C 2.46547 1.37301 -2.57552
C -0.27022 -1.76181 3.69225
C -0.45686 -1.43413 -3.66570
C -2.44630 0.87082 -1.33538
C -1.96404 -0.00942 -0.30793
C 0.76742 1.32019 3.06669
C 1.11971 1.55054 4.49834
C -0.74062 -0.47774 -4.74700
C -0.05715 -2.40129 2.41244
H -1.41793 -0.80163 -0.81337
H -1.00101 -2.28720 1.82982
H -1.79845 -0.57073 -5.06897
H -1.35600 0.58201 0.40397
H 0.69728 0.70502 5.12828
H -2.76829 -0.49459 0.20292
H 2.32704 1.24058 -0.43977
H 0.19177 -3.41107 2.50656
H -0.14717 -0.80048 -5.61323
H -0.53876 0.53183 -4.42478
H 2.23209 1.65986 4.58030
H 0.66988 2.48057 4.86354
H 0.93420 2.04045 -1.22037
H 1.37500 0.22375 -1.49102
H 0.68005 -1.78372 1.86642
*
```

Density functional theory data (ωB97M-V/def2-TZVPD) for 2 unconnected molecules or ions with the total composition C2H7NO2.

Lowest unoccupied orbital energy: 0.0286 Eh
SMILES: CNC=O.O
HOMO level: -0.3557 Ha
Orbital gap: 10.5 eV
Energy above the lowest of the compared OMol25 structures with the same formula, charge and spin: 1.163 eV

ORCA input file:
```
! RIJCOSX wB97M-V def2-TZVPD def2/J DEFGRID3
* xyz 0 1
O 0.00169 3.79277 1.58506
O 0.35863 -2.76691 0.44105
N 0.02126 -0.68962 -0.37458
C -0.29089 0.21965 -1.48977
C 0.09372 -2.05736 -0.49090
H -1.38224 0.28811 -1.49932
H -0.11394 -2.43224 -1.50425
H 0.49241 4.04190 2.36877
H 0.68674 -0.35201 0.31616
H -0.92748 3.95411 1.75754
H 0.11009 -0.19400 -2.40608
H 0.09060 1.22231 -1.33990
*
```

Density functional theory data (ωB97M-V/def2-TZVPD) for a molecular structure, C19H42NOP3SeV.

Lowest unoccupied orbital energy (alpha / beta): -0.4173 / -0.4481 Eh
<S²>: 2.15
HOMO level (alpha / beta): -0.6567 / -0.6567 Ha
Orbital gap (alpha / beta): 6.5 / 5.7 eV
Energy above the lowest of the compared OMol25 structures with the same formula, charge and spin: 0.000 eV

ORCA input file:
```
! RIJCOSX wB97M-V def2-TZVPD def2/J DEFGRID3
* xyz 3 3
Se 0.02794 0.67140 -3.75153
V 0.03570 -0.06623 -1.41461
P 0.24179 -2.39571 -0.93843
P 0.03470 2.43219 -0.95418
P -2.40169 -0.16139 -1.11915
O -0.72077 -0.04335 1.89925
N -1.23801 0.78715 3.94670
C -0.93815 3.40685 -2.17134
C -3.31622 -0.25814 -2.71970
C 1.88131 -3.22442 -0.90812
C 0.92310 0.41713 -6.43602
C -0.44542 0.07403 3.10576
C 2.72018 -0.07915 -4.89419
C 3.17929 0.12606 -7.27750
C 1.63598 3.33240 -0.99482
C -0.69111 -3.44246 -2.12021
C -3.24396 -1.49595 -0.17691
C 3.62216 -0.11617 -5.96458
C 1.37180 0.23369 -5.10210
C 0.78545 -0.54774 3.70542
C -0.33386 -2.95210 0.72410
C -3.31576 1.22043 -0.32079
C -0.58347 3.01797 0.66908
C 1.81868 0.39103 -7.50525
C 1.94498 0.12427 -0.01747
C 2.37292 0.08690 -1.35363
H -0.61313 4.45466 -2.12933
H 1.97964 -0.79282 0.58006
H -2.95610 -1.11849 -3.29683
H 2.30953 2.94315 -1.76519
H 4.67615 -0.33694 -5.80556
H 0.42179 -2.71162 1.48715
H -1.64948 2.80796 0.78364
H -0.41924 4.09735 0.76662
H 0.79020 -0.44937 4.79689
H 0.39650 -1.31901 -2.27588
H -0.03939 2.50377 1.47184
H -4.39852 1.04358 -0.40156
H 2.58359 -2.76512 -1.60894
H 2.31003 -3.19380 0.10249
H -3.04887 1.24968 0.74338
H -0.13034 0.61246 -6.60407
H 1.91981 1.07740 0.52363
H -0.28549 -4.45969 -2.06153
H -2.93376 -2.49198 -0.50865
H 1.43777 4.39356 -1.20437
H -3.01264 -1.37132 0.88848
H -4.33154 -1.40546 -0.31217
H -2.09678 1.20470 3.61832
H 2.59311 1.00790 -1.89803
H -3.14353 0.65763 -3.29858
H -1.76009 -3.43177 -1.88490
H -0.75464 3.02128 -3.18850
H -0.54714 -3.04928 -3.13423
H 3.86909 0.08698 -8.11982
H -4.39292 -0.37796 -2.51327
H 1.46332 0.56173 -8.52385
H -0.48934 -4.04279 0.71924
H -1.03884 0.84836 4.94413
H 1.73434 -4.27523 -1.19170
H -2.01134 3.34980 -1.96710
H 2.72048 -0.85181 -1.78419
H 3.08477 -0.27396 -3.87832
H 2.13413 3.26736 -0.01832
H 1.68840 -0.08964 3.27758
H -3.09053 2.18605 -0.78376
H -1.26418 -2.46005 1.01985
H 0.83632 -1.60772 3.43165
*
```

Density functional theory data (ωB97M-V/def2-TZVPD) for a molecular structure, C5H9O.

Lowest unoccupied orbital energy (alpha / beta): -0.2575 / -0.2575 Eh
HOMO level (alpha / beta): -0.5241 / -0.5242 Ha
Orbital gap (alpha / beta): 7.3 / 7.3 eV
Energy above the lowest of the compared OMol25 structures with the same formula, charge and spin: 3.916 eV

ORCA input file:
```
! RIJCOSX wB97M-V def2-TZVPD def2/J DEFGRID3
* xyz 1 1
O 1.96353 0.50530 -0.07671
C -1.85637 -0.29115 -0.37403
C -0.52591 0.17954 -0.34205
C 0.56004 -0.63201 -0.49216
C 3.30264 0.05357 0.30483
C -2.92501 0.40069 0.25771
H -2.26537 -1.11992 -0.90442
H 3.72172 0.59012 1.16787
H 3.25603 -0.98943 0.48954
H -3.17254 -0.20241 1.14248
H -2.93417 1.47469 0.52516
H 4.01852 0.28051 -0.49023
H -0.32588 1.16757 0.08072
H 0.99707 -1.60593 -0.89601
H -3.81429 0.18885 -0.39271
*
```

Density functional theory data (ωB97M-V/def2-TZVPD) for a molecular structure, C8H16AgBrF3GaO2.

Lowest unoccupied orbital energy: -0.1289 Eh
HOMO level: -0.2862 Ha
Orbital gap: 4.3 eV

ORCA input file:
```
! RIJCOSX wB97M-V def2-TZVPD def2/J DEFGRID3
* xyz 0 1
Ag -3.02688 0.34873 -3.49234
Br 2.67232 -1.66736 -2.20277
Ga 1.54149 -0.87212 -0.16845
F 4.49260 0.73041 0.29703
F 4.76791 1.73788 2.14313
F 3.05963 2.11837 0.97307
O -2.76933 1.65392 0.20827
O 3.24642 0.23140 2.04875
C -2.62539 1.92942 1.59557
C -1.36519 -1.70696 -0.44048
C -1.50965 1.29751 -0.34736
C -1.24704 -0.91213 -1.72887
C 2.90697 -1.01725 1.35720
C -1.74881 0.55212 -1.64154
C 3.87127 1.15490 1.36334
C -0.00816 -2.17365 0.09096
H 1.11598 0.62326 -0.50367
H -0.94468 2.19946 -0.54422
H -2.89280 0.59875 -1.78390
H -1.71409 2.49688 1.76483
H -1.87564 -1.42267 -2.47582
H -2.57034 1.00658 2.15803
H 2.43229 -1.62040 2.11393
H -0.08578 -2.37313 1.15049
H -1.90199 -1.17739 0.33240
H 3.79066 -1.56051 1.06629
H 0.29250 -3.09703 -0.37740
H -1.30346 1.16991 -2.45776
H -1.96544 -2.58731 -0.63592
H -0.25168 -0.92668 -2.14637
H -0.93616 0.72540 0.36047
H -3.44753 2.53966 1.92311
*
```

Density functional theory data (ωB97M-V/def2-TZVPD) for a single C3H3N3OS molecule.

Lowest unoccupied orbital energy: -0.0206 Eh
SMILES: [H]/N=c1/nnocc1S
HOMO level: -0.3351 Ha
Orbital gap: 8.6 eV
Energy above the lowest of the compared OMol25 structures with the same formula, charge and spin: 5.611 eV

ORCA input file:
```
! RIJCOSX wB97M-V def2-TZVPD def2/J DEFGRID3
* xyz 0 1
S 2.26553 -0.44784 -0.08790
O -1.68410 -1.41995 -0.16035
N -1.68428 0.95953 -0.04561
N 0.35980 2.06337 -0.16356
N -2.43862 0.06235 0.04263
C -0.35623 -1.48782 -0.19054
C -0.22741 0.95034 -0.20831
C 0.49146 -0.42896 -0.33367
H 1.29637 1.85089 -0.35179
H 2.08977 0.48477 1.19690
H -0.11229 -2.58669 0.30221
*
```

Density functional theory data (ωB97M-V/def2-TZVPD) for a molecular structure, C37H43ClN5O2STi.

Lowest unoccupied orbital energy (alpha / beta): 0.0896 / 0.0845 Eh
<S²>: 2.02
HOMO level (alpha / beta): -0.1021 / -0.1796 Ha
Orbital gap (alpha / beta): 5.2 / 7.2 eV
Energy above the lowest of the compared OMol25 structures with the same formula, charge and spin: 0.781 eV

ORCA input file:
```
! RIJCOSX wB97M-V def2-TZVPD def2/J DEFGRID3
* xyz -1 3
Ti -0.09292 0.52411 0.07146
Cl 6.25152 -0.35860 5.72072
S 2.72979 -5.93827 -2.13616
O 0.85999 0.04194 1.80075
O 2.31459 0.98610 0.44303
N 1.06391 -0.94812 -0.92842
N -0.22078 2.23246 0.17427
N -1.84239 -0.23756 1.01506
N -1.51576 0.18191 -1.54421
N 4.00052 -4.11455 -3.58273
C 5.02265 -0.12564 4.49933
C 1.17400 3.79175 1.40165
C -1.79429 0.11711 3.40777
C 3.06194 -4.34442 -2.57285
C 1.04596 3.89039 -1.09332
C -1.34069 1.74580 -3.39019
C -2.73585 -0.16921 -1.16113
C -2.91293 -0.42015 0.21919
C 3.73823 -0.58343 4.74065
C 5.36355 0.50863 3.31669
C 2.42707 -3.20381 -2.01280
C -0.53225 -0.30341 -5.08727
C 1.92808 -0.82584 -1.96078
C -4.26537 -0.82376 0.73822
C 4.38539 0.68592 2.35129
C 2.05005 0.44628 1.52243
C -0.92766 4.56175 0.32039
C -1.90574 -3.17053 1.43997
C -1.67274 -1.75315 4.93271
C -0.91774 -0.61656 -3.78519
C -1.82959 -2.15627 2.55073
C 0.25969 3.59682 0.18540
C -1.70470 -0.38540 4.69784
C -1.08191 -2.05629 -3.38977
C -1.92281 2.80634 -2.50660
C 2.60551 -1.87402 -2.51287
C 1.55277 -3.30456 -0.89380
C -1.84935 -0.77675 2.33305
C 0.92928 -2.19976 -0.40238
C 3.09069 0.23543 2.57474
C -0.52157 1.00558 -5.53529
C -3.87034 -0.41234 -2.11562
C -1.87224 1.59710 3.17695
C 2.76797 -0.39756 3.76822
C -1.25152 0.43288 -2.92267
C -0.95181 2.02185 -4.69399
C -1.73937 -2.62462 3.86138
H 1.41492 4.85045 1.53375
H 0.39751 3.87785 -1.96881
H -0.99261 3.04508 -5.04885
H 6.37579 0.85182 3.15950
H 3.22796 -1.66493 -3.36906
H 4.57449 -3.29430 -3.46956
H -1.24635 -4.01385 1.64977
H 2.10062 3.23177 1.28358
H -1.19505 1.93123 2.38695
H 4.61243 1.16924 1.41148
H -1.99134 -2.45691 -3.84721
H -4.76949 0.12573 -1.80894
H 1.82094 3.13418 -1.23036
H -1.65518 0.31140 5.52651
H -1.16638 -2.17925 -2.31624
H -0.24510 -2.66442 -3.73236
H -1.42753 4.40977 1.27809
H -0.58663 5.59936 0.27124
H 1.75372 -0.73884 3.92438
H 1.52619 4.87132 -1.03420
H -0.20347 1.23363 -6.54436
H -3.01293 2.71397 -2.48461
H -3.61463 -0.10164 -3.12750
H -1.64485 2.13758 4.09619
H 1.40449 -4.26886 -0.42863
H -4.61374 -1.75888 0.29319
H 2.05358 0.17850 -2.35297
H 3.50704 -1.07637 5.67376
H -2.87961 1.88115 2.85744
H -1.66123 4.40715 -0.46849
H -1.67955 3.80428 -2.87302
H -2.92098 -3.56496 1.34995
H 0.30380 -2.27219 0.48257
H 0.67410 3.44165 2.30570
H -4.25024 -0.94947 1.81867
H -5.01003 -0.06104 0.49515
H 4.53478 -4.94727 -3.78980
H -0.24531 -1.10928 -5.75116
H -1.56611 2.69550 -1.48100
H -1.62766 -2.76195 0.46912
H -4.12970 -1.47465 -2.14730
H -1.59250 -2.13487 5.94232
H -1.70503 -3.69427 4.02923
*
```

Density functional theory data (ωB97M-V/def2-TZVPD) for a molecular structure, C40H36CrN4O7S4.

Lowest unoccupied orbital energy (alpha / beta): -0.1471 / -0.1511 Eh
<S²>: 3.86
HOMO level (alpha / beta): -0.3988 / -0.4020 Ha
Orbital gap (alpha / beta): 6.8 / 6.8 eV
Energy above the lowest of the compared OMol25 structures with the same formula, charge and spin: 0.497 eV

ORCA input file:
```
! RIJCOSX wB97M-V def2-TZVPD def2/J DEFGRID3
* xyz 1 4
Cr 0.12936 1.17430 0.58698
S -0.34794 -0.82690 3.17578
S 2.68126 0.21110 0.97398
S -2.66164 0.10570 -1.22562
S 3.42886 2.38430 -0.97132
O -0.91374 0.81650 -3.24182
O 0.52456 -1.93660 3.39338
O 0.15116 -0.01620 1.96708
O -0.77504 4.65430 2.64028
O -2.84074 -5.05580 -5.67652
O -1.15724 -5.59810 -4.34512
O -0.57434 0.08750 4.26458
N 0.09256 2.67210 2.03688
N 0.05216 0.55500 -1.16722
N -0.85984 2.61550 -0.25762
N 4.98076 0.45710 -0.33352
C -0.14454 4.16890 3.83158
C 0.90056 -0.17680 -2.09262
C -2.43614 4.55080 -1.46592
C -2.05274 -4.84690 -4.61482
C 0.14336 -0.10860 -3.44612
C -2.04474 -2.68920 2.16068
C 3.75496 0.92430 -0.07272
C -1.93474 4.76370 -0.19272
C -4.30714 -2.21260 1.48618
C -2.94304 -1.30870 -3.56002
C 5.13916 2.42350 -1.65562
C -2.00284 -3.66780 -2.44202
C 1.22236 -1.61530 -1.72782
C -4.12184 -0.87880 1.84768
C 2.21916 2.39960 5.12258
C 3.54536 2.40090 5.51258
C 0.85576 -2.19200 -0.52232
C 1.16986 -3.51630 -0.25932
C 4.54176 2.67260 4.58828
C -1.06464 1.01540 -1.89592
C 1.90946 -2.38110 -2.66542
C -1.15464 3.77060 0.39138
C 0.42016 2.77380 3.45078
C 1.88016 2.67870 3.80318
C 1.84016 -4.27560 -1.20162
C 2.87726 2.94180 2.87748
C 2.21386 -3.70420 -2.40692
C -0.58494 3.73010 1.71088
C 4.20646 2.92250 3.26898
C 5.66566 1.00440 -1.48622
C -2.81144 -2.43790 -4.34992
C -2.32774 -3.62200 -3.79662
C -2.14114 -2.54860 -1.64652
C -2.91094 -0.45120 2.36068
C -5.62484 -2.66590 0.94828
C -1.89514 -1.37020 2.52458
C -1.40154 2.40520 -1.46812
C -2.58854 -1.36500 -2.21762
C -3.25534 -3.10970 1.63648
C -2.18274 3.33960 -2.11412
H 6.74276 1.00460 -1.31552
H 4.98146 3.11440 2.54218
H -0.10014 1.95060 3.96158
H 3.80626 2.18710 6.53758
H 2.60426 3.15670 1.85048
H 2.19816 -1.93420 -3.60582
H -3.38704 -4.14130 1.34678
H -1.90674 -2.57840 -0.59372
H 0.89586 -3.94280 0.69238
H 5.57676 2.69760 4.89628
H 0.75116 0.28080 -4.26552
H -5.84444 -2.14240 0.01938
H -0.26224 -1.08920 -3.72512
H -2.14104 5.66690 0.35908
H 5.70616 3.15210 -1.07812
H -4.93504 -0.17840 1.72868
H -3.03174 5.30620 -1.94922
H 5.08426 2.74290 -2.69202
H 0.32596 -1.60350 0.21678
H -3.05114 -2.37520 -5.40372
H 0.64346 4.87540 4.10638
H 2.06576 -5.31090 -1.00572
H -2.74644 0.57340 2.66228
H -0.88684 4.12220 4.62758
H -1.62714 -4.59060 -2.02952
H 2.74236 -4.28580 -3.14662
H -3.56654 -4.42250 -5.75102
H 1.85296 0.37580 -2.18182
H -6.42094 -2.44070 1.65538
H -1.21404 -3.35880 2.31108
H -5.62234 -3.73530 0.75948
H 5.25846 -0.44050 0.03948
H -2.57694 3.13420 -3.09472
H 1.44706 2.18240 5.84368
H -3.29414 -0.38400 -3.99052
H 5.44736 0.38910 -2.36922
*
```